Record 1
{
  "formula": "C29H27ClF24N5O7",
  "method": "ωB97M-V/def2-TZVPD",
  "elements": ["N", "C", "C", "N", "O", "C", "O", "C", "C", "C", "C", "C", "C", "C", "N", "N", "C", "C", "C", "O", "Cl", "N", "C", "O", "H", "H", "H", "H", "H", "H", "H", "H", "H", "H", "H", "H", "H", "H", "H", "C", "C", "C", "F", "F", "F", "F", "O", "C", "C", "F", "F", "F", "F", "H", "H", "H", "H", "C", "C", "C", "F", "F", "F", "F", "O", "C", "C", "F", "F", "F", "F", "H", "H", "H", "H", "C", "C", "C", "F", "F", "F", "F", "O", "C", "C", "F", "F", "F", "F", "H", "H", "H", "H"],
  "coordinates": [[-1.09046, -1.11638, 4.48417], [-1.81368, -1.65655, 3.33246], [-1.76425, -0.64159, 2.15756], [-1.19320, -1.41754, 0.99604], [-0.26513, -0.72007, 0.21294], [0.88157, -1.51690, -0.08381], [0.73719, -2.63366, -0.46245], [2.21366, -0.87386, 0.07984], [2.86802, -0.92716, 1.30226], [4.13060, -0.36205, 1.41859], [4.72941, 0.24312, 0.32362], [4.05785, 0.31694, -0.89064], [2.79803, -0.24693, -1.01375], [-2.25416, -2.00479, 0.37577], [-2.20884, -2.86679, -0.64973], [-3.45571, -1.63606, 0.97073], [-3.10243, -0.26159, 1.55847], [-3.07784, 0.62606, 0.28429], [-3.60281, 2.03253, 0.52028], [-4.73997, 2.31145, 0.65635], [-2.32444, 3.25881, 0.55805], [-4.19486, 0.09858, 2.43398], [-3.93198, 0.66428, 3.49613], [-3.66578, 1.04734, 4.55059], [-0.10100, -1.06301, 4.26921], [-1.18919, -1.77418, 5.24942], [-2.83985, -1.90862, 3.60151], [-1.33684, -2.58336, 2.99481], [-1.13057, 0.20817, 2.41487], [2.42905, -1.40040, 2.17251], [4.65315, -0.42575, 2.36355], [5.71492, 0.68176, 0.40719], [4.51896, 0.78183, -1.75166], [2.28066, -0.19451, -1.96430], [-1.97427, -2.62342, -1.59712], [-2.46785, -3.82571, -0.45622], [-3.83499, -2.30288, 1.64181], [-2.09458, 0.66950, -0.18589], [-3.74762, 0.17844, -0.44998], [5.03738, 2.69417, -6.52026], [4.28646, 1.77988, -5.53676], [2.76195, 1.70951, -5.66191], [2.18240, 2.90005, -5.43763], [2.27930, 0.84359, -4.72910], [4.63569, 2.09560, -4.26830], [4.73715, 0.51438, -5.76882], [5.42157, 3.97957, -6.06523], [4.56679, 5.05646, -6.14211], [4.22994, 5.61171, -4.75435], [3.64092, 4.66711, -3.99101], [3.36785, 6.64180, -4.88539], [3.46039, 4.76320, -6.84904], [5.21558, 6.03079, -6.81042], [5.98563, 2.18917, -6.69875], [4.53813, 2.73938, -7.48851], [2.47086, 1.34707, -6.65093], [5.13711, 5.95612, -4.25454], [-0.02958, -6.90565, -1.94975], [0.25556, -7.88046, -3.10598], [-0.49914, -7.66217, -4.42062], [-1.83089, -7.78783, -4.25168], [-0.10479, -8.59499, -5.31100], [0.08597, -9.14547, -2.67409], [1.57564, -7.73133, -3.40670], [-0.93389, -7.33029, -0.93674], [-2.29021, -7.16408, -1.04440], [-3.03953, -8.49924, -1.08178], [-2.63430, -9.23345, -2.12801], [-4.36119, -8.25173, -1.21744], [-2.59743, -6.37349, -2.09268], [-2.68249, -6.48447, 0.07076], [0.91855, -6.81162, -1.42317], [-0.26720, -5.90592, -2.31390], [-0.28037, -6.67283, -4.83326], [-2.86301, -9.05914, -0.16094], [-2.57589, 6.32261, 4.66769], [-2.41967, 6.95173, 6.06281], [-1.01312, 7.36948, 6.50061], [-0.18065, 6.31069, 6.56443], [-1.08314, 7.91343, 7.73446], [-2.97227, 6.13678, 6.98575], [-3.15783, 8.09607, 6.04529], [-2.65565, 4.90420, 4.58999], [-1.53605, 4.11932, 4.51983], [-1.41084, 3.18367, 5.72631], [-1.33341, 3.88629, 6.86745], [-0.27507, 2.45356, 5.59750], [-0.42566, 4.84919, 4.32919], [-1.67455, 3.33435, 3.41079], [-3.55265, 6.65422, 4.31972], [-1.85445, 6.72681, 3.95770], [-0.59850, 8.11365, 5.81490], [-2.26812, 2.51355, 5.77850]],
  "forces_ev_per_a": [[-0.51, -0.11, -0.13], [0.57, 0.25, 0.16], [0.88, 0.02, 0.17], [-1.61, 1.28, -1.46], [0.75, -0.15, 0.63], [0.71, -0.96, -0.35], [-0.37, 0.08, 0.26], [-0.49, 0.69, -0.07], [0.14, 0.14, 0.18], [0.02, -0.16, -0.04], [-0.05, 0.19, -0.14], [0.04, -0.19, 0.09], [0.00, 0.05, -0.15], [-0.54, -0.56, 0.16], [0.09, -0.31, 0.13], [1.74, -0.25, 0.39], [-1.64, -0.96, -0.27], [0.10, 0.44, -0.07], [0.27, 0.09, -0.05], [-0.03, 0.05, -0.01], [-0.09, -0.11, -0.11], [0.80, 0.44, 0.46], [0.35, -0.97, 0.09], [-0.52, 0.45, -0.22], [0.02, 0.05, 0.08], [0.07, 0.19, 0.16], [0.01, 0.22, 0.22], [-0.24, -0.05, -0.24], [0.13, -0.08, -0.18], [-0.11, -0.06, -0.10], [0.00, 0.05, -0.01], [0.00, -0.05, 0.07], [-0.01, 0.06, 0.03], [-0.02, -0.04, 0.02], [0.63, 0.05, 0.17], [-0.50, 0.09, -0.29], [-0.60, 0.06, -0.29], [0.06, 0.02, 0.25], [-0.22, 0.02, 0.19], [0.39, -0.02, -0.52], [0.32, 0.41, 0.26], [-0.23, -0.21, -0.05], [0.09, 0.07, 0.03], [0.11, -0.05, 0.02], [-0.13, -0.04, 0.04], [-0.15, -0.06, -0.14], [-0.46, -0.06, 0.50], [0.28, -0.30, -0.48], [0.00, 0.17, 0.23], [-0.02, -0.05, -0.06], [0.02, -0.01, -0.07], [-0.08, 0.04, 0.13], [-0.01, 0.09, 0.05], [0.00, -0.02, 0.10], [-0.23, 0.03, 0.11], [0.05, -0.01, -0.01], [0.03, 0.00, -0.07], [0.28, 0.43, 0.27], [-0.14, -0.36, 0.42], [0.10, 0.00, -0.34], [-0.01, 0.04, 0.13], [0.04, 0.00, 0.07], [-0.07, 0.01, -0.08], [-0.01, 0.21, -0.10], [-0.28, -0.47, -0.28], [0.94, 0.49, -0.16], [-0.22, -0.22, 0.15], [0.03, 0.09, -0.04], [0.02, 0.09, 0.05], [-0.26, -0.04, -0.01], [-0.22, -0.02, 0.03], [0.00, -0.10, 0.00], [-0.17, -0.09, -0.17], [0.00, 0.01, 0.05], [0.01, 0.07, 0.04], [-0.22, 0.19, -0.56], [-0.26, -0.49, 0.11], [0.13, 0.30, 0.15], [-0.06, -0.08, -0.08], [-0.07, -0.01, -0.03], [0.10, 0.01, 0.03], [0.13, 0.13, -0.12], [0.25, -0.15, 0.56], [-0.25, 0.63, -0.38], [-0.04, -0.22, 0.18], [0.06, 0.07, -0.05], [0.00, 0.00, -0.10], [0.10, -0.13, 0.09], [0.07, -0.19, 0.24], [-0.04, -0.04, 0.09], [0.20, -0.05, 0.16], [-0.03, -0.03, -0.04], [0.00, 0.01, -0.06]],
  "lowdin_charge": [0.0318, -0.2017, -0.1260, 0.0478, 0.0607, -0.3455, 0.1846, -0.1572, -0.0246, -0.0595, -0.0550, -0.0453, -0.0107, -0.2825, 0.2190, 0.1897, -0.3712, -0.0762, -0.7865, 0.1023, 0.7313, 0.2095, -0.2440, 0.2384, 0.0787, 0.0879, 0.1201, 0.1234, 0.1747, 0.1162, 0.1127, 0.1136, 0.1059, 0.1190, 0.1371, 0.1217, 0.1675, 0.1047, 0.1427, -0.0407, -0.4398, -0.3000, 0.1027, 0.0755, 0.1214, 0.1048, 0.0492, -0.5418, -0.2837, 0.0935, 0.1056, 0.1508, 0.1539, 0.1511, 0.1489, 0.1749, 0.1767, -0.0357, -0.4454, -0.3092, 0.0961, 0.1094, 0.1420, 0.1102, 0.0454, -0.5323, -0.2878, 0.1163, 0.1051, 0.1377, 0.1171, 0.1499, 0.1395, 0.1725, 0.1794, -0.0319, -0.4439, -0.3064, 0.0951, 0.1049, 0.1366, 0.1097, 0.0477, -0.5347, -0.2876, 0.1141, 0.0905, 0.1557, 0.0620, 0.1501, 0.1470, 0.1741, 0.1490],
  "charge": 1,
  "lumo_energy_ev": -4.9,
  "e_tot_ev": -130026.6583,
  "fmax_ev_per_a": 2.52
}

***

Record 2
{
  "formula": "C4H9NO2",
  "method": "ωB97M-V/def2-TZVPD",
  "elements": ["C", "N", "C", "O", "C", "C", "O", "H", "H", "H", "H", "H", "H", "H", "H", "H"],
  "coordinates": [[-0.25212, -1.84232, -1.68250], [-0.68512, -0.63720, -0.98491], [0.25705, 0.37742, -0.88310], [1.17352, 0.48269, -1.67329], [0.07647, 1.32286, 0.28544], [0.49393, 0.62573, 1.59934], [-0.47054, 0.74923, 2.63409], [-0.23270, -1.62608, -2.74855], [0.77814, -2.08157, -1.44338], [-0.87238, -2.68753, -1.46445], [-1.14159, -0.80854, -0.10889], [-0.97642, 1.61128, 0.37077], [0.61214, 2.24423, 0.04706], [1.45588, 1.07329, 1.88705], [0.61629, -0.44472, 1.49623], [-0.83256, 1.64125, 2.66909]],
  "forces_ev_per_a": [[0.57, 0.74, -0.69], [0.73, 0.12, 0.49], [-0.24, -0.10, -0.49], [-0.08, -0.05, 0.14], [-0.55, -0.18, -0.22], [0.20, 1.10, 0.11], [-0.16, -0.01, 0.08], [-0.25, -0.22, -0.09], [0.25, -0.13, 0.26], [-0.53, -0.24, 0.10], [-0.40, -0.04, 0.21], [-0.05, -0.22, -0.05], [0.23, -0.25, 0.28], [-0.11, -0.32, 0.22], [0.18, -0.17, -0.27], [0.22, -0.02, -0.07]],
  "lowdin_charge": [-0.0804, 0.0074, -0.5121, 0.0706, -0.0877, -0.2438, -0.0716, 0.0845, 0.0810, 0.0751, 0.1166, 0.1194, 0.1205, 0.1200, 0.1161, 0.0844],
  "lumo_energy_ev": 0.8,
  "relative_energy_kcal_mol": 26.2,
  "e_tot_ev": -9878.9233,
  "smiles": "CNC(=O)CCO",
  "fmax_ev_per_a": 1.16
}

***

Record 3
{
  "formula": "C17H22BCl2N8Ti",
  "method": "ωB97M-V/def2-TZVPD",
  "elements": ["Ti", "C", "C", "C", "C", "N", "N", "B", "N", "C", "C", "C", "C", "N", "N", "C", "C", "C", "C", "N", "N", "C", "C", "C", "C", "N", "H", "H", "H", "H", "H", "H", "H", "H", "H", "H", "H", "H", "H", "H", "H", "H", "H", "H", "H", "H", "Cl", "C", "Cl", "H", "H"],
  "coordinates": [[0.23857, 0.09020, 1.41631], [-1.54163, 3.14202, 2.10228], [-1.32231, 2.66776, 0.70963], [-1.71032, 3.21668, -0.48542], [-1.25568, 2.34930, -1.48530], [-0.62126, 1.32578, -0.93007], [-0.64523, 1.50065, 0.44588], [0.14083, 0.08844, -1.52115], [-0.51307, -1.18810, -0.84284], [-1.09895, -2.21251, -1.44539], [-1.58285, -3.10619, -0.48485], [-1.26375, -2.56894, 0.73848], [-1.52869, -3.08000, 2.10870], [-0.60725, -1.38212, 0.52195], [1.61545, 0.18398, -0.98319], [2.75848, 0.45458, -1.60389], [3.79362, 0.52799, -0.67254], [3.21676, 0.31109, 0.55798], [3.83028, 0.27855, 1.91265], [1.87591, 0.10735, 0.37121], [0.08190, -0.02866, -2.98375], [0.80266, -0.85649, -3.80976], [0.14719, -0.92224, -4.99961], [-1.01311, -0.11624, -4.83681], [-2.08407, 0.15417, -5.83898], [-1.05518, 0.39791, -3.62368], [-2.02347, 4.11599, 2.08729], [-2.18941, 2.45539, 2.65031], [-0.59737, 3.24223, 2.64038], [-2.26041, 4.13084, -0.63008], [-1.36430, 2.38332, -2.55827], [-1.14728, -2.25478, -2.52399], [-2.10393, -4.03038, -0.66826], [-2.06341, -4.02425, 2.05095], [-0.59611, -3.25001, 2.64879], [-2.14047, -2.37690, 2.67581], [2.78259, 0.58905, -2.67417], [4.83370, 0.71730, -0.87674], [4.90388, 0.42795, 1.83480], [3.42807, 1.07064, 2.54699], [3.65577, -0.68374, 2.39624], [1.71168, -1.34023, -3.48881], [0.44923, -1.45896, -5.88287], [-1.75017, -0.11301, -6.83870], [-2.97758, -0.42930, -5.61522], [-2.36213, 1.20637, -5.83482], [0.25223, -0.00949, 3.58665], [0.19701, -0.50680, 9.43513], [0.55499, 0.52925, 10.57984], [0.97670, -1.15844, 9.04577], [-0.82810, -0.56696, 9.07513]],
  "forces_ev_per_a": [[-0.10, -0.20, 0.18], [0.01, -0.01, -0.01], [-0.02, 0.03, -0.02], [0.00, 0.00, 0.03], [0.00, -0.02, -0.02], [0.00, 0.06, 0.00], [0.00, 0.00, 0.01], [0.00, 0.03, -0.02], [-0.01, -0.05, 0.00], [-0.01, 0.03, -0.02], [0.00, 0.00, 0.04], [-0.03, -0.03, -0.02], [0.01, 0.01, -0.01], [0.09, 0.05, 0.02], [0.04, 0.02, 0.02], [-0.02, 0.02, -0.02], [0.00, 0.00, 0.02], [0.02, 0.02, -0.02], [-0.01, 0.00, -0.01], [0.00, -0.04, 0.01], [0.04, -0.01, 0.02], [-0.03, 0.00, 0.00], [0.00, -0.01, -0.01], [0.01, 0.00, 0.01], [-0.01, 0.01, -0.01], [-0.01, 0.02, -0.02], [0.00, 0.00, 0.00], [0.00, 0.00, 0.00], [0.00, 0.00, 0.00], [0.00, 0.00, 0.00], [0.00, 0.00, 0.00], [0.00, 0.00, 0.00], [0.00, 0.00, 0.00], [0.00, 0.00, 0.00], [0.00, 0.00, 0.00], [0.00, 0.00, 0.00], [0.00, 0.00, 0.00], [0.00, 0.00, 0.00], [0.00, 0.00, 0.00], [0.00, 0.00, 0.00], [0.00, 0.00, 0.00], [0.00, 0.00, 0.00], [0.00, 0.00, 0.00], [0.00, 0.01, 0.00], [0.01, -0.01, 0.00], [0.00, 0.00, 0.01], [0.03, 0.10, -0.45], [-0.01, -0.04, 0.24], [0.00, -0.01, 0.02], [0.01, 0.02, 0.00], [0.00, 0.02, 0.00]],
  "lowdin_charge": [0.9084, 0.0000, -0.2636, 0.0654, 0.0456, 0.0604, -0.0562, -0.6313, 0.0509, 0.0501, 0.0677, -0.2583, -0.0006, -0.0565, 0.0507, 0.0326, 0.0636, -0.2619, 0.0030, -0.0516, -0.0238, -0.0712, 0.0176, -0.3148, -0.0083, 0.1212, 0.1039, 0.0956, 0.0890, 0.1400, 0.1370, 0.1521, 0.1405, 0.1033, 0.0921, 0.0924, 0.1513, 0.1405, 0.1039, 0.0904, 0.0968, 0.1283, 0.1238, 0.0894, 0.0903, 0.0871, 0.2130, -0.2162, 1.0485, 0.0839, 0.0839],
  "charge": 3,
  "lumo_energy_ev": -11.6,
  "relative_energy_kcal_mol": 0.0,
  "e_tot_ev": -78719.8870,
  "fmax_ev_per_a": 0.47
}